{"formula": "C37H41F7NOSi", "method": "ωB97M-V/def2-TZVPD", "spin_multiplicity": 1, "total_energy_ha": -2552.91169, "total_charge": 1, "orbital_gap_ha": 0.24894, "elements": ["C", "C", "C", "C", "C", "C", "C", "C", "O", "Si", "C", "C", "C", "C", "N", "C", "F", "F", "F", "H", "H", "H", "H", "H", "H", "H", "H", "H", "H", "H", "H", "H", "H", "H", "H", "H", "H", "H", "H", "H", "F", "C", "C", "C", "C", "C", "C", "H", "H", "H", "H", "H", "F", "C", "C", "C", "C", "C", "C", "H", "H", "H", "H", "H", "F", "C", "C", "C", "C", "C", "C", "H", "H", "H", "H", "H", "F", "C", "C", "C", "C", "C", "C", "H", "H", "H", "H", "H"], "xyz": [[-2.696795, 1.647735, 3.564505], [-1.446097, 2.473182, 3.917741], [-0.323034, 2.176466, 2.973960], [0.477481, 1.078802, 3.172622], [1.449167, 0.725511, 2.262106], [1.656396, 1.488187, 1.114182], [2.744442, 1.187450, 0.131988], [4.060807, 1.806407, 0.584523], [3.993905, 3.199644, 0.339261], [4.297929, 4.300843, 1.558813], [3.201914, 4.004229, 3.059754], [3.860112, 5.962324, 0.840325], [6.073785, 4.251303, 2.114421], [0.862505, 2.575656, 0.945406], [-0.088485, 2.911317, 1.853474], [-0.864594, 4.153933, 1.610975], [-2.154022, 3.860976, 1.515557], [-0.673473, 4.994527, 2.619566], [-0.457956, 4.719281, 0.493426], [-3.033581, 1.822608, 2.547237], [-3.487957, 1.889776, 4.265905], [-2.434917, 0.595399, 3.637693], [-1.117645, 2.136465, 4.899546], [-1.647276, 3.533719, 4.011494], [0.308484, 0.452322, 4.033458], [2.043391, -0.162478, 2.431223], [2.842710, 0.108885, 0.017676], [2.501469, 1.617537, -0.837136], [4.227983, 1.601226, 1.644974], [4.871358, 1.377947, -0.002000], [2.209622, 4.416234, 2.865566], [3.113003, 2.961697, 3.364347], [3.614704, 4.554261, 3.904655], [3.012575, 5.849517, 0.163490], [3.602280, 6.673480, 1.621041], [4.688843, 6.348474, 0.250369], [6.207670, 5.077794, 2.813668], [6.780720, 4.356419, 1.296046], [6.286673, 3.336575, 2.668357], [0.990296, 3.212096, 0.088958], [-1.170457, -1.394436, 3.577610], [-0.682546, -2.336100, 2.721856], [0.564339, -2.871581, 2.969451], [1.062265, -3.814986, 2.079534], [0.314895, -4.196387, 0.974137], [-0.936385, -3.635728, 0.753130], [-1.448355, -2.692380, 1.632744], [1.122530, -2.568320, 3.846614], [2.032284, -4.259918, 2.255661], [0.708073, -4.935415, 0.290824], [-1.519712, -3.932396, -0.108520], [-2.420296, -2.241515, 1.481277], [-4.829689, -4.026333, -0.351641], [-4.564925, -2.726475, -0.138038], [-3.918275, -2.007625, -1.124425], [-3.645907, -0.666827, -0.895937], [-4.011562, -0.073825, 0.305177], [-4.657314, -0.819547, 1.282213], [-4.945012, -2.159054, 1.063228], [-3.642109, -2.492686, -2.050947], [-3.150811, -0.087104, -1.663840], [-3.795040, 0.973454, 0.474581], [-4.940353, -0.360804, 2.220732], [-5.453398, -2.760368, 1.804783], [2.833997, -5.759239, -0.679945], [2.455754, -5.704830, -1.978612], [2.077791, -4.487456, -2.506805], [1.685088, -4.437683, -3.837137], [1.673618, -5.591427, -4.607827], [2.057479, -6.802213, -4.047555], [2.454701, -6.867695, -2.720010], [2.092374, -3.602644, -1.884219], [1.388952, -3.492718, -4.272446], [1.366690, -5.547176, -5.643576], [2.047650, -7.703159, -4.645407], [2.760889, -7.798830, -2.263331], [-1.583725, -1.056743, -6.774564], [-2.483817, -0.334256, -6.081844], [-2.038507, 0.463947, -5.047427], [-2.970371, 1.206394, -4.336166], [-4.318635, 1.139327, -4.658643], [-4.737601, 0.327464, -5.703939], [-3.817659, -0.417556, -6.427287], [-0.983166, 0.496969, -4.812539], [-2.639052, 1.841947, -3.524576], [-5.040886, 1.717552, -4.098553], [-5.786897, 0.271706, -5.959239], [-4.121301, -1.053050, -7.247728]], "forces_ev_per_angstrom": [[0.40, 0.01, -0.11], [-0.08, -0.12, 0.18], [-0.24, 0.37, -0.04], [0.28, -0.54, 0.00], [0.01, -0.05, -0.07], [0.21, -0.46, 0.00], [-0.08, -0.15, 0.09], [-0.05, 0.29, -0.35], [-0.17, -0.15, 0.32], [0.22, 0.54, 0.12], [0.02, -0.04, -0.26], [0.04, -0.45, -0.17], [-0.37, -0.16, 0.12], [-0.09, 0.39, -0.05], [-0.19, 0.26, -0.08], [-0.05, -0.11, 0.22], [0.21, 0.09, -0.03], [0.03, -0.07, -0.23], [-0.09, 0.05, 0.01], [-0.11, 0.14, -0.01], [-0.13, -0.06, 0.02], [-0.20, -0.12, 0.08], [0.13, 0.08, 0.06], [-0.12, 0.04, -0.10], [-0.09, 0.08, 0.12], [0.06, -0.05, 0.03], [0.04, -0.08, 0.00], [0.00, -0.07, -0.12], [0.15, -0.16, 0.07], [0.14, -0.04, 0.07], [-0.12, -0.06, 0.07], [-0.03, -0.06, 0.03], [0.03, 0.05, 0.07], [-0.13, 0.10, 0.01], [0.02, 0.13, 0.03], [0.05, 0.14, 0.00], [0.14, 0.09, 0.00], [0.08, 0.01, -0.05], [0.13, -0.08, -0.03], [-0.10, 0.17, -0.03], [-0.01, -0.05, 0.08], [0.05, -0.02, -0.16], [0.06, 0.07, 0.08], [-0.02, 0.00, -0.03], [-0.01, -0.03, -0.04], [0.08, 0.00, 0.03], [-0.06, 0.09, -0.03], [-0.02, -0.03, 0.02], [0.01, -0.01, 0.00], [0.00, -0.01, 0.00], [-0.02, -0.01, 0.01], [0.05, 0.00, 0.02], [0.01, 0.01, 0.00], [-0.03, 0.02, 0.00], [0.04, -0.03, -0.07], [0.02, 0.00, 0.06], [0.07, 0.04, 0.01], [-0.01, 0.02, -0.03], [-0.08, -0.02, 0.06], [-0.02, -0.01, -0.01], [-0.01, -0.01, -0.03], [-0.04, 0.01, -0.01], [-0.03, 0.00, 0.00], [0.01, -0.01, -0.02], [0.02, 0.01, 0.02], [-0.03, 0.00, -0.05], [-0.01, 0.07, 0.03], [0.00, -0.04, -0.01], [-0.01, 0.00, -0.02], [-0.01, 0.05, 0.00], [0.02, -0.07, 0.02], [0.01, -0.01, 0.01], [-0.01, 0.01, -0.01], [0.00, 0.00, -0.01], [0.01, -0.01, 0.00], [0.00, 0.01, 0.02], [0.02, -0.02, -0.01], [-0.05, 0.02, 0.03], [0.07, 0.01, 0.06], [-0.04, -0.03, 0.00], [-0.01, 0.00, 0.03], [0.03, 0.01, 0.03], [-0.03, -0.04, -0.05], [0.01, 0.00, -0.03], [0.01, 0.03, -0.01], [-0.01, 0.01, -0.01], [-0.01, 0.00, -0.01], [0.02, -0.01, 0.00]], "lowdin_charge": [-0.05, -0.14, -0.14, 0.03, 0.06, -0.17, -0.10, -0.23, -0.21, 0.41, -0.14, -0.14, -0.15, 0.06, 0.15, -0.60, 0.21, 0.20, 0.20, 0.05, 0.09, 0.07, 0.13, 0.11, 0.13, 0.14, 0.13, 0.13, 0.12, 0.13, 0.02, 0.02, 0.04, 0.03, 0.04, 0.04, 0.04, 0.04, 0.04, 0.16, 0.02, -0.28, -0.03, -0.07, -0.08, -0.05, 0.00, 0.12, 0.11, 0.09, 0.11, 0.09, 0.07, -0.30, -0.01, -0.07, -0.10, -0.09, -0.02, 0.12, 0.09, 0.09, 0.11, 0.13, 0.04, -0.29, -0.03, -0.08, -0.09, -0.07, -0.01, 0.11, 0.10, 0.10, 0.11, 0.12, 0.06, -0.29, -0.02, -0.11, -0.10, -0.07, -0.01, 0.11, 0.10, 0.10, 0.11, 0.12]}

=====

{"formula": "C3H5ClF2", "method": "ωB97M-V/def2-TZVPD", "spin_multiplicity": 1, "smiles": "CCC(F)(F)Cl", "total_energy_ha": -777.22564, "total_charge": 0, "orbital_gap_ha": 0.45132, "elements": ["C", "C", "C", "H", "H", "H", "H", "H", "F", "F", "Cl"], "xyz": [[1.301106, -0.026351, 0.219337], [-0.046800, -0.613356, -0.341153], [-1.043322, 0.440664, 0.017775], [1.236470, 1.012484, -0.038578], [1.521136, -0.223183, 1.229137], [2.041375, -0.521361, -0.476259], [-0.391500, -1.493878, 0.293300], [-0.037281, -0.820722, -1.417088], [-1.144249, 1.392033, -0.898802], [-0.724380, 1.026119, 1.220560], [-2.712553, -0.172453, 0.191772]], "forces_ev_per_angstrom": [[0.09, -1.74, -4.01], [0.07, -0.54, 2.69], [-1.40, -0.22, 0.67], [0.69, 0.62, 0.24], [0.01, -0.16, 1.09], [-0.14, 0.76, 1.15], [0.73, 0.69, -1.24], [-0.09, 0.04, 0.44], [0.57, 1.02, -0.49], [-0.36, -0.16, -0.69], [-0.17, -0.30, 0.15]], "nbo_charge": [-0.60, -0.48, 0.69, 0.21, 0.22, 0.21, 0.23, 0.24, -0.32, -0.34, -0.07]}

=====

no.,E_HOMO (eV)
1,-11.01
2,-11.33